Entry 1:
8
Properties=species:S:1:pos:R:3:nbo_charge:R:1 method="wB97M-V/def2-TZVPD" smiles="O=CNC(=O)[O-]" largest_force_ha_per_bohr=0.0123 homo_ha=-0.1631 total_charge=-1 de_lowest_kj_mol=61.4
O -1.793 0.467 0.730 -0.646
O 1.598 1.224 -1.106 -0.748
O 1.307 0.913 1.114 -0.736
N 0.026 -0.312 -0.396 -0.699
C -1.158 -0.430 0.205 0.528
C 1.083 0.759 -0.088 0.872
H -1.559 -1.456 0.180 0.059
H 0.498 -1.166 -0.640 0.370


Entry 2:
110
Properties=species:S:1:pos:R:3:lowdin_charge:R:1 method="wB97M-V/def2-TZVPD" smiles=COC[C@H](C)N.COC[C@H](C)N.COC[C@H](C)N.COC[C@H](C)N.CCO.CCO.CCO.CCO.CO largest_force_ha_per_bohr=0.0235 homo_ha=-0.3219 de_lowest_kj_mol=0.0
O -2.094 2.464 5.991 -0.170
O -0.251 0.156 0.602 -0.164
O 2.457 -4.559 -0.068 -0.212
O -1.444 3.008 -3.737 -0.180
O 0.097 -3.429 -3.950 -0.077
O -4.919 -1.554 -0.270 -0.064
O 4.955 -1.404 -0.923 -0.178
O -1.013 6.600 -0.429 -0.071
O 3.387 -0.506 3.443 -0.085
N -1.331 0.257 3.158 0.047
N 0.286 -2.910 0.618 0.066
N 1.409 2.524 -3.742 0.068
N 1.735 -0.346 -2.384 0.060
C -2.308 2.280 7.376 -0.098
C -1.987 1.270 5.292 -0.253
C 5.464 -2.530 -0.220 -0.095
C -0.904 1.856 -4.365 -0.212
C 2.359 0.496 3.509 -0.317
C 0.394 4.664 -0.772 -0.078
C -1.054 0.597 -0.490 -0.155
C 2.895 0.733 -0.534 -0.038
C 0.482 -3.659 2.947 -0.067
C 3.594 -1.580 -1.256 -0.222
C 0.506 2.151 -4.819 -0.446
C 1.749 -4.756 1.125 -0.232
C 1.042 1.038 -5.703 -0.064
C 3.044 -0.241 -1.707 -0.390
C -2.475 2.696 -2.845 -0.133
C -2.911 2.110 3.102 -0.045
C -0.909 -2.549 -3.465 -0.336
C -1.010 5.204 -0.723 -0.323
C -4.585 0.820 -0.451 -0.076
C -4.515 -0.517 -1.152 -0.330
C -1.710 1.525 3.819 -0.403
C 2.215 0.983 4.926 -0.088
C -2.242 -2.980 -4.054 -0.070
C 2.464 -5.673 -0.926 -0.103
C 1.210 -3.450 1.642 -0.444
H -0.784 0.292 1.410 0.017
H -5.110 -0.504 -2.074 0.115
H 0.891 -3.290 -3.427 0.058
H 0.873 4.830 0.196 0.078
H 3.508 -2.321 -2.064 0.127
H -0.433 0.979 -1.305 0.051
H 0.899 3.182 -3.165 0.038
H 1.440 0.038 3.145 0.079
H -3.730 0.955 0.211 0.040
H -0.549 -0.162 3.656 0.060
H -3.114 1.894 -3.239 0.090
H 3.177 1.285 5.338 0.076
H -5.507 -2.161 -0.724 0.081
H 1.611 1.708 -3.168 0.028
H 3.696 1.469 -0.462 0.082
H -2.902 0.649 5.376 0.136
H -1.568 1.594 -5.204 0.131
H 1.134 -4.165 3.669 0.081
H 3.192 -5.494 -1.717 0.084
H -0.859 2.207 3.753 0.142
H 1.586 1.882 4.961 0.072
H -1.199 0.616 5.711 0.120
H -1.694 1.460 7.764 0.087
H 0.474 3.606 -1.022 0.049
H -3.797 1.475 3.186 0.089
H -1.695 1.421 -0.169 0.056
H 1.718 -1.158 -2.997 0.058
H 0.991 -0.509 -1.711 0.047
H 2.784 0.181 0.402 0.068
H 4.162 -0.104 3.041 0.079
H -1.628 -0.243 -0.901 0.072
H 0.430 3.010 -5.502 0.140
H 0.973 5.207 -1.523 0.084
H -1.592 5.016 -1.629 0.090
H 0.786 -2.993 -0.268 0.048
H -5.557 0.967 0.017 0.083
H 3.738 0.218 -2.418 0.142
H -1.397 6.748 0.437 0.077
H 2.015 -2.726 1.841 0.129
H 2.806 -6.582 -0.413 0.090
H -0.694 -1.523 -3.803 0.090
H -0.396 -4.297 2.831 0.083
H 0.352 0.865 -6.535 0.077
H 1.467 -5.829 -1.350 0.093
H 3.054 -1.912 -0.360 0.106
H 6.530 -2.360 -0.077 0.086
H -2.017 3.197 7.885 0.088
H -2.711 2.132 2.024 0.057
H 0.197 -2.708 3.396 0.060
H -2.085 2.338 -1.880 0.053
H 4.963 -2.635 0.744 0.087
H -2.255 -2.759 -5.118 0.077
H -3.117 3.126 3.428 0.085
H -1.616 4.667 0.025 0.108
H -0.949 0.990 -3.682 0.109
H -2.354 -4.052 -3.892 0.080
H -3.072 3.590 -2.673 0.089
H 5.363 -3.438 -0.824 0.085
H 1.149 0.090 -5.170 0.059
H 2.341 -5.288 1.888 0.133
H 1.979 1.326 -6.178 0.078
H -2.076 -0.428 3.286 0.105
H -3.493 -0.677 -1.524 0.078
H 0.178 -1.901 0.718 0.036
H -0.907 -2.551 -2.370 0.102
H 1.999 1.352 -0.635 0.058
H -4.510 1.652 -1.162 0.066
H 0.883 -5.430 0.982 0.134
H 2.584 1.329 2.840 0.115
H -3.363 2.079 7.591 0.090
H -3.040 -2.436 -3.551 0.061
H 1.767 0.224 5.566 0.073